Record 1
H5N2P | ωB97M-V/def2-TZVPD

The geometry in XYZ format:
```
8
H5N2P (ωB97M-V/def2-TZVPD)
N -0.17036 -0.21206 -0.30727
N -0.48670 -0.82038 0.77131
P -1.91511 -0.94695 1.65111
H -0.98507 0.46983 -0.46397
H 1.73235 -1.04223 -1.24955
H 0.41381 -1.26471 1.08985
H -2.84596 -0.07428 1.03915
H 1.86512 -0.32762 -1.25863
```

Computed properties:
charge	0
relative energy (zero: lowest compared OMol25 entry of this formula, charge and spin)	89.0	kcal/mol
orbital gap (alpha / beta)	8.1524 / 7.8723	eV
multiplicity	1

---

Record 2
C35H42Br2N2PSe3Ti | ωB97M-V/def2-TZVPD

The geometry in XYZ format:
```
86
C35H42Br2N2PSe3Ti (ωB97M-V/def2-TZVPD)
Ti -0.92084 1.96943 -0.64981
C -0.04478 4.18228 1.88845
C -1.18310 3.28169 1.48223
C -2.18907 3.73426 0.60521
C -3.38411 3.02420 0.45589
C -3.58256 1.83396 1.15375
C -2.56871 1.33334 1.95687
C -1.38109 2.04703 2.11390
H -0.00448 4.23599 2.97694
H -0.19123 5.19099 1.51045
H 0.92816 3.82583 1.54230
H -2.09429 4.72227 0.17210
H -4.16855 3.43263 -0.16831
H -4.52975 1.31472 1.08261
H -2.71688 0.41064 2.50372
H -0.64416 1.71791 2.83399
Se -2.70902 0.53203 -1.49084
P -1.30056 0.05570 -3.13622
Se 0.40755 1.36894 -2.67532
C -1.98313 0.50252 -4.71570
C -1.12306 0.90734 -5.73811
C -1.63780 1.11976 -7.00589
C -2.99320 0.93197 -7.24699
C -3.84586 0.53003 -6.22636
C -3.34590 0.31273 -4.95358
C -0.90595 -1.67873 -3.03782
C 0.41426 -2.11497 -3.13646
C 0.67394 -3.47656 -3.19031
C -0.37437 -4.38421 -3.14697
C -1.69056 -3.94441 -3.04168
C -1.96487 -2.58973 -2.98510
H -0.06351 1.04662 -5.55795
H -0.98110 1.42730 -7.80783
H -3.38865 1.10112 -8.23930
H -4.89842 0.38274 -6.42404
H -4.01574 0.00654 -4.15849
H 1.23125 -1.40516 -3.17685
H 1.69314 -3.82637 -3.27877
H -0.16815 -5.44506 -3.20037
H -2.50210 -4.65870 -3.01639
H -2.99218 -2.25338 -2.90213
Br -2.09049 3.99644 -2.86176
C -0.48972 5.05935 -2.81295
Br 0.64258 4.49175 -1.33787
H -0.75667 6.09495 -2.63770
H 0.06184 4.91579 -3.73444
C 4.14499 1.62367 0.41033
C 4.09743 0.56921 1.51274
C 3.67109 1.13052 2.86788
C 2.20550 1.55424 2.92068
N 1.30394 0.40089 3.06072
C 0.61812 -0.22279 2.09553
Se 0.61624 0.22804 0.24032
N 0.05296 -1.33499 2.58309
C -0.69322 -2.36289 1.84115
C 0.14424 -3.60998 1.59567
C 1.39412 -3.35295 0.76286
C 2.17082 -4.63571 0.49703
C 0.39945 -1.44916 3.92859
C 0.08252 -2.41331 4.88436
C 0.60824 -2.21915 6.14258
C 1.40987 -1.10246 6.44945
C 1.71425 -0.14519 5.50703
C 1.19150 -0.34960 4.23131
H 4.65133 1.23903 -0.47387
H 4.69005 2.50879 0.74018
H 3.14484 1.93829 0.09630
H 5.08737 0.12640 1.62395
H 3.43374 -0.25492 1.22029
H 4.27484 2.00825 3.10783
H 3.85798 0.39902 3.65696
H 1.92123 2.08000 2.00818
H 2.01638 2.21327 3.76885
H -1.01093 -1.91902 0.89516
H -1.58468 -2.59368 2.42594
H -0.49958 -4.33269 1.08766
H 0.42606 -4.06040 2.55051
H 2.04618 -2.63996 1.28172
H 1.10499 -2.89038 -0.18706
H 2.46214 -5.11788 1.43049
H 3.07965 -4.43966 -0.07073
H 1.56575 -5.34755 -0.06694
H -0.54441 -3.26504 4.66189
H 0.40024 -2.94206 6.91868
H 1.79249 -0.99416 7.45459
H 2.32422 0.71242 5.75203
```

Computed properties:
charge	+3
relative energy (zero: lowest compared OMol25 entry of this formula, charge and spin)	10.5	kcal/mol
orbital gap	6.3105	eV
multiplicity	1

---

Record 3
C20H21BN6Os | ωB97M-V/def2-TZVPD

The geometry in XYZ format:
```
49
C20H21BN6Os (ωB97M-V/def2-TZVPD)
C 0.81703 2.63098 -0.10289
N 1.01430 1.36529 -0.58442
N 1.16324 1.39230 -1.97057
C 1.05474 2.66391 -2.33254
C 0.84782 3.46152 -1.21100
B 1.32612 0.08399 -2.81844
N 2.45605 -0.79860 -2.25545
N 2.50864 -1.10630 -0.89276
C 3.63019 -1.87764 -0.74381
C 4.25272 -2.06496 -1.98766
C 3.48301 -1.37089 -2.90752
Os 0.94407 -0.35562 0.33941
N 0.00038 -0.72424 -2.89059
N -0.59094 -1.22032 -1.75527
C -1.73978 -1.80650 -2.17476
C -1.87452 -1.67969 -3.56670
C -0.75018 -0.99568 -3.98060
H -2.44395 -2.29630 -1.49776
H -0.39952 -0.66329 -4.95445
H -2.67297 -2.02936 -4.21485
H 1.59733 0.44668 -3.90896
H 3.57658 -1.22415 -3.97638
H 1.15863 2.86152 -3.37082
H 5.14422 -2.62659 -2.21328
H 0.71971 4.51124 -1.19182
H 3.94426 -2.25964 0.22333
H 0.64704 2.79406 0.96571
H 0.22942 -1.99033 0.18418
C 0.87088 -2.04845 1.18203
H 1.66009 -2.83373 0.99868
H 1.50316 -1.04791 1.74790
H 0.12363 -2.29041 1.99841
C -2.22557 0.14548 5.26873
C -1.00056 -0.41935 4.89471
C -0.50786 -0.29751 3.59020
C -1.22534 0.37396 2.58127
C -0.74481 0.53412 1.19329
C -1.59236 1.31063 0.38207
C -2.80208 1.92868 0.79740
C -3.26028 1.76341 2.08986
C -2.49526 0.98640 2.99183
C -2.96360 0.84686 4.32356
H -2.59042 0.04671 6.29050
H -0.39980 -0.95253 5.62912
H 0.47056 -0.71509 3.36655
H -1.36050 1.48975 -0.66612
H -3.39095 2.53090 0.09796
H -4.20094 2.21386 2.42715
H -3.91172 1.31280 4.60554
```

Computed properties:
⟨S²⟩	6.054
charge	+4
orbital gap (alpha / beta)	5.6845 / 3.8715	eV
multiplicity	5

---

Record 4
C11H22N2O5P | ωB97M-V/def2-TZVPD

The geometry in XYZ format:
```
41
C11H22N2O5P (ωB97M-V/def2-TZVPD)
C -0.99489 -3.47983 4.96991
C -0.09809 -4.46304 4.54603
C 0.66783 -4.32838 3.25089
O 1.76033 -3.98833 3.36964
O 0.18416 -4.61731 2.02213
C -1.13623 -4.11450 1.78512
C -1.18213 -2.62959 1.34338
C -1.92887 -2.43349 0.00143
C -1.35881 -1.29222 -0.86839
C -2.09014 0.05159 -0.68808
C -1.21663 1.16890 -1.30299
C -1.02750 0.93802 -2.82933
P -0.56251 2.44945 -3.68341
O 0.25500 3.48026 -2.56594
O 0.65511 1.99729 -4.77240
H -0.69600 -2.69959 5.67129
H -2.01661 -3.47416 4.58636
H 0.06870 -5.33368 5.18154
H -1.53742 -4.70364 0.95599
H -1.82845 -4.26818 2.62138
H -0.18793 -2.17573 1.34095
H -1.78085 -2.09229 2.09067
H -3.00370 -2.28505 0.15707
H -1.85782 -3.35482 -0.59714
H -1.48607 -1.55994 -1.92174
H -0.29290 -1.11370 -0.68640
H -2.22911 0.26786 0.38633
H -3.05351 0.05762 -1.20936
H -0.22048 1.13594 -0.82508
H -1.64304 2.16507 -1.12464
H -0.15378 0.25814 -2.97075
H 0.66453 4.16930 -3.11353
H 1.29555 1.43654 -4.29935
C 3.15350 5.69649 -1.72720
O 2.33873 5.90411 -2.60150
N 4.49328 5.94067 -1.89146
N 2.80118 5.19804 -0.50788
H 5.18069 5.77326 -1.18230
H 4.78525 6.30521 -2.77903
H 1.82599 4.99939 -0.36181
H 3.45364 5.01433 0.22963
```

Computed properties:
charge	-1
relative energy (zero: lowest compared OMol25 entry of this formula, charge and spin)	0.0	kcal/mol
orbital gap	3.0902	eV
multiplicity	1

---

Record 5
C4H10N2O | ωB97M-V/def2-TZVPD

The geometry in XYZ format:
```
17
C4H10N2O (ωB97M-V/def2-TZVPD)
C -1.00612 -0.23667 1.73859
N 0.03392 -0.28600 0.86463
C 1.27917 0.35323 1.19437
C -0.10675 -1.00572 -0.38185
C 0.09376 -0.13574 -1.60639
N -0.95536 0.88430 -1.66443
O -0.99295 0.31574 2.81790
H -1.92454 -0.70771 1.35443
H 1.53993 1.15069 0.53054
H 1.19189 0.78099 2.18760
H 2.08630 -0.38268 1.19219
H -1.11085 -1.42094 -0.42616
H 0.58721 -1.84604 -0.44656
H -0.01219 -0.75581 -2.49056
H 1.08484 0.32220 -1.57035
H -0.92588 1.46823 -0.83607
H -0.86239 1.50194 -2.45785
```

Computed properties:
SMILES string	CN(C=O)CCN
charge	0
relative energy (zero: lowest compared OMol25 entry of this formula, charge and spin)	24.7	kcal/mol
orbital gap	10.2082	eV
multiplicity	1

---

Record 6
C39H50ClCoN2OPSSe2 | ωB97M-V/def2-TZVPD

The geometry in XYZ format:
```
98
C39H50ClCoN2OPSSe2 (ωB97M-V/def2-TZVPD)
Co -0.30161 2.39577 0.34769
C 5.15750 2.10242 -0.55343
Se 3.50505 2.21104 -1.57683
C 3.44165 4.14661 -1.68923
C 2.97336 4.82220 -0.41585
Se 1.13112 4.56671 0.18767
C 0.31592 5.40659 -1.36395
H 6.01948 2.25061 -1.19814
H 5.20287 1.11352 -0.10291
H 5.15488 2.84134 0.24434
H 2.79332 4.39868 -2.52922
H 4.44192 4.49928 -1.94528
H 3.03181 5.90721 -0.53280
H 3.59942 4.56555 0.43843
H 0.87621 6.31272 -1.58405
H -0.70161 5.66836 -1.09349
H 0.31438 4.74494 -2.22609
O -1.51262 4.75965 0.95934
C -1.72731 3.64959 0.52955
C -3.15464 3.26761 0.23838
C -4.18651 4.19140 0.38293
C -5.48819 3.78906 0.13982
C -5.75995 2.47665 -0.24122
C -4.73159 1.56120 -0.39590
C -3.42265 1.96987 -0.16094
P -1.91150 1.03347 -0.43394
C -2.40681 -0.69564 -0.22601
C -3.11246 -1.06595 0.91710
C -3.46708 -2.39222 1.12216
C -3.14643 -3.34951 0.16956
C -2.46613 -2.98136 -0.98465
C -2.08602 -1.66285 -1.17966
C -1.60064 1.28236 -2.20365
C -2.54005 0.94902 -3.17627
C -2.29314 1.23483 -4.50885
C -1.11170 1.86526 -4.87970
C -0.17470 2.20876 -3.91750
C -0.42002 1.91495 -2.58371
H -3.95363 5.19923 0.69886
H -6.30168 4.49268 0.25472
H -6.78233 2.17020 -0.41926
H -4.94800 0.54112 -0.68923
H -3.38312 -0.32095 1.65145
H -4.00132 -2.67283 2.02050
H -3.43385 -4.38177 0.32254
H -2.22123 -3.72406 -1.73256
H -1.52205 -1.38897 -2.06111
H -3.46864 0.46770 -2.89349
H -3.02450 0.96898 -5.26028
H -0.92150 2.08466 -5.92175
H 0.75285 2.68725 -4.20487
H 0.35646 2.15711 -1.85489
C 3.57686 -1.72672 -2.79774
C 3.64814 -2.83898 -1.75765
C 4.42027 -2.43968 -0.50282
C 3.72124 -1.37552 0.33385
N 2.46122 -1.86993 0.87859
C 1.23790 -1.41217 0.59610
S 0.98728 -0.08161 -0.45448
N 0.19680 -2.04976 1.13782
C 0.24010 -3.28404 1.90591
C 0.39082 -4.53688 1.05081
C 0.46147 -5.79834 1.90153
C 0.57064 -7.06164 1.05984
H 3.07044 -2.06809 -3.70081
H 4.57761 -1.39676 -3.08434
H 3.02920 -0.85906 -2.42500
H 4.12512 -3.71958 -2.19290
H 2.63456 -3.15004 -1.48205
H 5.40236 -2.05031 -0.78570
H 4.61200 -3.31802 0.12279
H 3.48593 -0.49583 -0.26245
H 4.35708 -1.06329 1.16565
H 2.51906 -2.72737 1.40677
H -0.70556 -1.71711 0.83670
H -0.68373 -3.32554 2.48689
H 1.04238 -3.22483 2.64927
H 1.28724 -4.45713 0.42542
H -0.45518 -4.59493 0.36105
H -0.42572 -5.85223 2.53987
H 1.31830 -5.73144 2.57967
H -0.29098 -7.16828 0.39824
H 0.62108 -7.95256 1.68458
H 1.46570 -7.04241 0.43523
Cl -1.76964 -2.50412 5.27017
C -1.27468 -1.07551 4.41309
C -2.22128 -0.12187 4.06925
C -1.82249 0.99800 3.35894
C -0.49162 1.17239 2.97348
C -0.06760 2.38814 2.25131
C 0.43788 0.20401 3.34893
C 0.05768 -0.90924 4.07889
H -3.25292 -0.25746 4.36603
H -2.55425 1.75879 3.10644
H 1.01343 2.54697 2.29172
H -0.60060 3.26354 2.61348
H 1.47894 0.33490 3.07656
H 0.78459 -1.64847 4.38673
```

Computed properties:
charge	+1
orbital gap (alpha / beta)	7.3162 / 7.3623	eV
multiplicity	1

---

Record 7
C2H7NS | ωB97M-V/def2-TZVPD

The geometry in XYZ format:
```
11
C2H7NS (ωB97M-V/def2-TZVPD)
C -0.85822 0.34153 1.47888
S -0.93450 -0.09130 -0.28711
H -1.05808 -0.53761 2.07523
H 0.15452 0.68330 1.70001
H -1.57615 1.13186 1.64744
C 0.75948 -0.72811 -0.49697
N 1.80964 0.24666 -0.62839
H 0.99179 -1.37603 0.34127
H 0.74417 -1.36478 -1.37454
H 2.12406 0.66231 0.23348
H 1.56462 0.99491 -1.27580
```

Computed properties:
SMILES string	CSCN
charge	0
relative energy (zero: lowest compared OMol25 entry of this formula, charge and spin)	0.0	kcal/mol
orbital gap	9.6130	eV
multiplicity	1

---

Record 8
C6H18N3 | ωB97M-V/def2-TZVPD

The geometry in XYZ format:
```
27
C6H18N3 (ωB97M-V/def2-TZVPD)
C -3.40263 0.50856 0.27259
C 2.47828 -1.17592 0.12918
C 2.94255 1.30905 0.14513
C -1.08455 -1.57242 -0.20442
C -1.93186 0.57090 0.67694
C 1.88415 0.20552 -0.13967
N -1.04635 0.38322 -1.50470
N 0.77246 0.59483 0.62447
N -1.05283 -0.13078 -0.25072
H -3.56086 0.93833 -0.71189
H -3.77473 -0.51144 0.27944
H -3.97782 1.07960 0.99491
H 3.47322 -1.24423 -0.30288
H 2.56427 -1.35189 1.20094
H 1.87667 -1.97443 -0.30164
H 3.33341 1.18615 1.15111
H 2.49935 2.29602 0.05393
H 3.74998 1.20795 -0.57333
H -0.31367 -1.99288 -0.84773
H -0.93403 -1.91677 0.81635
H -2.05453 -1.93716 -0.55702
H -1.79831 0.12495 1.66206
H -1.59833 1.60918 0.72657
H 1.61827 0.32007 -1.20473
H -1.03704 1.39669 -1.51982
H -0.36281 -0.02492 -2.13011
H 0.73773 0.10182 1.51503
```

Computed properties:
charge	+1
relative energy (zero: lowest compared OMol25 entry of this formula, charge and spin)	103.7	kcal/mol
orbital gap (alpha / beta)	9.0532 / 8.3597	eV
multiplicity	1

---

The highest multiplicity belongs to which entry? C20H21BN6Os